[1]
DFT (ωB97M-V/def2-TZVPD) results for a molecular structure, C22H18BBrCoF4N6O2.

## Properties
**E_tot**: -155357.3827 eV
**LUMO (spin up / spin down)**: -3.0 / -6.1 eV
**Highest occupied orbital energy (spin up / spin down)**: -12.14 / -12.13 eV
**⟨S²⟩**: 6.01
**Spin multiplicity**: 5
**Charge**: +1
**HOMO-LUMO gap (spin up / spin down)**: 9.1 / 6.0 eV

```
55
Properties=species:S:1:pos:R:3:forces:R:3
Co -0.01830 -0.00307 -0.14560 0.210 0.248 -0.461
F 1.06864 0.79748 -1.37130 0.159 -0.086 0.304
B 0.78163 2.00669 -2.76876 -0.075 -0.013 -0.142
F 0.36959 1.13382 -3.68976 -0.031 -0.081 -0.081
F 2.00854 2.50364 -2.83489 0.085 0.066 0.015
F -0.16750 2.73445 -2.15247 -0.142 0.091 0.101
N 1.02490 2.79922 0.85715 0.140 0.058 -0.058
C -0.27738 2.63529 1.15155 -0.045 0.082 0.024
C -0.98716 3.63116 1.86130 0.069 -0.069 -0.062
C -2.29898 3.43331 2.17046 -0.054 -0.026 0.005
C -2.94153 2.23918 1.79172 0.049 -0.027 -0.009
C -2.20929 1.31365 1.11814 0.036 -0.011 0.064
N -0.89592 1.49302 0.79410 -0.233 0.023 0.065
H 1.43184 3.70507 1.02062 0.008 -0.029 0.028
H 1.47034 2.25753 0.13089 -0.066 0.011 -0.020
H -0.47356 4.54004 2.13965 0.018 0.013 -0.001
H -2.84574 4.19702 2.70657 -0.006 0.004 0.006
H -3.97612 2.04897 2.03114 -0.011 -0.004 0.000
H -2.63487 0.36476 0.81454 -0.043 0.022 -0.005
Br -4.58015 -2.68210 2.62281 -0.031 -0.011 -0.038
C -2.99026 -3.49283 2.02234 0.171 0.124 -0.034
C -2.93026 -4.86852 1.82896 -0.183 0.009 0.066
N -1.83407 -5.48909 1.41269 0.086 -0.011 -0.008
C -0.75065 -4.75869 1.19059 0.110 -0.018 -0.049
C -0.71966 -3.37471 1.34497 -0.046 -0.126 0.091
C -1.87132 -2.72165 1.76818 -0.087 -0.148 0.018
C 0.54794 -2.66357 1.07180 -0.008 0.419 -0.116
O 1.63192 -3.13651 0.96797 0.041 -0.209 -0.023
O 0.36906 -1.30164 0.90804 -0.086 -0.374 0.464
H -3.80392 -5.48385 2.00876 0.001 0.016 -0.008
H 0.14266 -5.28212 0.86958 -0.002 0.008 -0.001
H -1.89018 -1.65240 1.92649 0.020 -0.016 0.012
C -2.81462 -0.27097 -3.26705 0.046 -0.033 0.100
C -2.27264 0.04753 -2.03911 -0.093 0.028 -0.010
N -1.34761 -0.73261 -1.45887 -0.106 0.323 -0.131
C -0.93930 -1.83750 -2.08703 0.194 -0.167 0.206
C -1.43342 -2.23305 -3.30877 -0.075 0.160 -0.194
C -2.38039 -1.41591 -3.91389 0.011 0.042 -0.021
C -0.89997 -3.45073 -3.94890 -0.040 -0.290 -0.001
C -1.25336 -4.69734 -3.64071 0.015 0.083 0.008
C -2.28569 -5.09502 -2.66298 -0.020 0.108 0.021
C -2.51167 -6.43681 -2.38773 -0.046 0.075 0.059
C -3.51094 -6.73381 -1.47376 0.015 0.057 -0.020
N -4.24521 -5.78886 -0.89292 -0.008 -0.177 -0.013
C -3.95504 -4.54064 -1.23096 -0.036 0.163 0.013
N -3.01263 -4.13400 -2.06933 0.018 -0.215 -0.044
H -3.55326 0.37892 -3.71126 -0.014 0.021 -0.001
H -2.55711 0.94691 -1.51000 0.021 0.021 -0.043
H -0.19351 -2.43854 -1.57992 0.038 -0.016 -0.051
H -2.78256 -1.68223 -4.88246 0.002 -0.006 -0.007
H -0.14937 -3.29313 -4.71557 0.001 -0.009 -0.016
H -0.75976 -5.50833 -4.16190 -0.022 -0.033 -0.004
H -1.93410 -7.21543 -2.86437 0.013 -0.021 -0.006
H -3.73272 -7.75856 -1.20336 -0.008 -0.025 0.014
H -4.56008 -3.76367 -0.77018 0.039 -0.024 -0.005
```
Positions in Å, forces in eV/Å.

natural (NBO) population analysis, charges in e, atoms 1 to 2:
1. Co 1.833
2. F -0.663

[2]
DFT (ωB97M-V/def2-TZVPD) results for a molecular structure, C19H17ClN4O4S.

## Properties
**E_tot**: -57470.8861 eV
**LUMO**: 0.1 eV
**Highest occupied orbital energy**: -8.20 eV
**Energy above the lowest of the compared OMol25 structures with the same formula, charge and spin**: 1596.11 kJ/mol
**Charge**: 0
**HOMO-LUMO gap**: 8.3 eV

```
46
Properties=species:S:1:pos:R:3:forces:R:3
O -6.20493 -0.43934 0.36288 -13.530 12.077 2.926
C -5.44949 -1.17883 0.16254 11.150 -8.090 -6.266
N -4.63115 -1.65104 1.00448 6.978 -2.748 7.802
H -3.80653 -2.28684 0.82546 -1.845 1.094 -0.465
C -4.27837 -0.83050 2.52111 2.449 -6.541 -2.954
C -2.82462 -0.38036 2.41090 -1.605 -3.851 -0.336
N -2.43900 0.73777 2.66880 -5.796 5.945 1.675
N -1.23649 1.11069 2.38436 3.958 -3.576 -0.879
C -0.77178 -0.09480 2.06149 0.126 -1.221 -0.176
S 0.77392 -0.70179 1.83356 1.388 -0.013 -0.789
C 1.71546 0.82178 2.07698 -3.403 1.756 6.146
H 1.74973 1.00108 3.26361 0.329 -1.116 -2.128
H 1.08453 1.77477 2.04849 0.890 -1.152 -1.687
C 3.09198 0.74287 1.68290 3.204 1.399 6.911
O 4.03688 0.82208 2.54416 -2.367 -0.646 -2.089
N 3.27188 0.73485 0.44351 -9.873 0.992 -4.746
C 4.29368 0.74332 -0.24642 10.011 -0.981 -9.362
C 5.65364 0.56768 0.12488 -4.933 1.102 3.404
C 6.53624 0.63738 -0.90636 7.305 -2.079 3.585
C 6.49765 0.59589 -2.22380 -1.016 3.495 -2.963
C 5.19267 0.96409 -2.65664 5.246 -2.680 -6.728
C 4.23018 0.78017 -1.89052 -10.646 1.311 7.845
H 3.09594 0.98677 -2.27701 2.611 -0.773 0.887
H 5.07900 0.79639 -3.77631 -0.407 1.166 1.272
H 7.22857 0.90736 -3.02522 0.117 -1.191 1.691
H 7.57576 0.46600 -0.44035 -1.049 0.527 -0.915
H 5.76881 0.55683 1.32076 0.649 -0.104 -3.177
H 2.24496 1.00202 -0.23539 3.582 -1.325 2.633
O -1.70370 -1.19638 2.04670 -0.088 3.656 0.087
H -4.32193 -1.77219 3.20739 -0.620 2.330 -0.759
H -5.03598 -0.16104 2.35115 -1.517 2.147 1.042
C -5.01635 -1.60309 -1.23183 -2.640 -4.596 -2.522
O -3.68835 -2.04230 -1.49952 1.461 2.325 1.851
C -2.73075 -0.96287 -1.23797 -1.883 -4.252 -2.547
C -1.37863 -1.34300 -1.44314 -2.405 -3.436 -0.159
C -0.47485 -0.44357 -1.59951 6.285 5.174 2.736
C -0.82883 1.08472 -1.14643 9.182 -8.878 -3.731
C -2.04548 1.02864 -1.01962 -2.810 14.979 3.840
C -3.07511 0.32397 -1.15735 -0.704 -8.291 -0.630
H -3.99646 0.57884 -1.13290 -5.838 2.294 0.353
H -2.39779 2.14374 -0.70375 0.415 -1.656 -0.445
Cl 0.63114 1.92487 -1.09343 -0.466 2.013 0.298
H 0.71642 -0.69323 -1.47861 -3.072 0.379 -1.096
H -1.10889 -2.39433 -1.56259 -0.376 0.182 0.111
H -5.33440 -0.95040 -2.07776 -0.221 -0.268 0.940
H -5.68920 -2.70868 -1.28369 1.774 3.122 -0.484
```
Positions in Å, forces in eV/Å.

natural (NBO) population analysis, charges in e, atoms 1 to 2:
1. O -0.565
2. C 0.615

[3]
DFT (ωB97M-V/def2-TZVPD) results for a molecular structure, C33H35IrN4O.

## Properties
**E_tot**: -45611.3541 eV
**LUMO (spin up / spin down)**: -9.0 / -10.7 eV
**Highest occupied orbital energy (spin up / spin down)**: -15.70 / -15.73 eV
**Energy above the lowest of the compared OMol25 structures with the same formula, charge and spin**: 0.00 kJ/mol
**⟨S²⟩**: 0.79
**Spin multiplicity**: 2
**Charge**: +3
**HOMO-LUMO gap (spin up / spin down)**: 6.7 / 5.0 eV

```
74
Properties=species:S:1:pos:R:3:forces:R:3
Ir 1.46173 -1.80808 -1.01743 1.379 1.037 1.077
C 4.56734 -2.36284 1.38004 -0.040 0.005 0.049
C 3.85671 -2.68723 0.09860 -0.378 0.038 -0.051
C 3.83735 -1.78890 -0.99295 0.308 0.080 -0.490
C 4.48498 -0.42229 -0.91988 0.050 -0.061 0.104
C 3.31623 -2.24799 -2.24837 0.725 0.250 -0.626
C 3.51071 -1.44788 -3.52351 0.048 -0.004 0.008
C 2.83844 -3.57364 -2.36473 -0.894 0.300 -0.117
C 2.34058 -4.07589 -3.69266 0.119 -0.096 -0.016
C 2.90531 -4.47017 -1.26294 -0.097 -0.099 -0.163
C 2.59247 -5.92306 -1.46169 -0.105 0.084 0.000
C 3.30536 -3.99724 -0.02132 -0.085 0.141 0.232
C 3.24183 -4.88925 1.18729 0.081 0.017 -0.001
H 3.90940 -2.43349 2.24811 0.048 -0.036 0.015
H 5.05386 -1.39421 1.38132 -0.002 0.000 -0.026
H 5.34416 -3.11520 1.53726 -0.007 0.000 0.003
H 3.95902 0.31115 -1.52631 -0.011 -0.011 0.000
H 5.51320 -0.47588 -1.28506 0.005 0.023 0.013
H 4.52179 -0.03155 0.09279 -0.021 0.005 0.000
H 2.56890 -1.19364 -4.00896 -0.012 0.007 0.010
H 4.08702 -2.03728 -4.23781 0.014 0.003 0.012
H 4.05539 -0.52584 -3.35672 -0.006 -0.001 0.014
H 1.97661 -3.27565 -4.32977 0.004 0.017 0.007
H 1.54748 -4.81165 -3.57320 -0.015 0.024 0.011
H 3.15645 -4.56908 -4.22993 -0.026 -0.006 -0.022
H 1.52958 -6.13145 -1.29239 -0.002 0.016 -0.007
H 3.15938 -6.54360 -0.77335 0.000 -0.009 0.004
H 2.82993 -6.24215 -2.47342 -0.005 -0.001 0.011
H 2.48798 -5.66333 1.07573 -0.016 0.008 -0.007
H 3.01165 -4.32820 2.09074 -0.006 -0.005 -0.008
H 4.20061 -5.38787 1.35771 -0.004 -0.003 -0.005
C -6.60062 7.94606 4.10361 0.097 0.132 0.269
O -6.86761 7.01330 3.02385 -0.023 0.033 -0.032
C -6.01854 6.10620 2.67880 0.089 -0.041 0.006
C -6.38600 5.33031 1.53113 -0.135 0.038 -0.076
C -5.53005 4.40385 1.03248 0.123 -0.074 -0.014
C -4.28160 4.17378 1.66356 -0.039 0.097 0.111
C -3.95388 4.89738 2.85122 -0.011 -0.088 -0.083
C -4.78572 5.84919 3.34691 0.023 0.002 0.062
C -3.31247 3.23956 1.16211 0.200 -0.094 0.047
N -2.22744 2.87493 1.83520 -0.023 0.068 0.009
C -1.57643 2.00798 1.03353 -0.015 -0.044 -0.015
C -2.25718 1.83418 -0.16800 0.193 -0.046 0.111
N -3.36078 2.61889 -0.06550 -0.222 0.057 -0.098
C -1.76882 0.98243 -1.21453 -0.097 0.107 -0.201
C -2.37663 0.76523 -2.45871 -0.070 0.040 0.036
C -1.78906 -0.09478 -3.35417 0.109 0.097 -0.010
C -0.59874 -0.72887 -3.00480 0.147 0.070 -0.265
N -0.00303 -0.52915 -1.83327 0.067 -1.891 0.094
C -0.57471 0.30510 -0.93992 -0.305 0.129 -0.123
C 0.10157 0.44183 0.30719 -0.074 0.152 0.291
N 1.19790 -0.32463 0.46345 -0.605 -1.330 -0.150
C 1.89107 -0.22583 1.59027 0.193 0.051 0.085
C 1.53227 0.65071 2.61547 -0.026 0.053 -0.147
C 0.38796 1.40415 2.48681 0.027 -0.063 0.044
C -0.35570 1.29475 1.30616 -0.018 0.274 0.037
H -7.43140 8.64017 4.10154 -0.050 -0.039 -0.066
H -5.66765 8.47465 3.92024 0.000 -0.016 -0.119
H -6.55564 7.41960 5.05489 -0.066 -0.109 -0.043
H -7.34986 5.52217 1.07831 0.010 0.026 0.013
H -5.82389 3.83314 0.16119 -0.015 0.020 0.004
H -3.01710 4.67518 3.34273 0.000 0.022 -0.020
H -4.51653 6.39410 4.23996 -0.028 0.032 -0.018
H -4.07490 2.75222 -0.76374 0.027 -0.003 -0.017
H -3.30089 1.26582 -2.71818 -0.005 -0.030 -0.002
H -2.23269 -0.28730 -4.32037 0.030 -0.012 -0.007
H -0.10032 -1.39384 -3.69714 -0.050 -0.116 0.075
H 2.76228 -0.85466 1.68331 -0.064 0.007 0.012
H 2.15552 0.71721 3.49580 -0.026 -0.049 0.017
H 0.05205 2.06395 3.27581 0.016 0.015 -0.013
C 0.03578 -3.28975 -0.70705 -0.361 0.914 0.100
H -0.94514 -2.84826 -0.54137 -0.080 -0.135 0.060
H 0.33168 -3.88257 0.15694 0.030 0.035 0.018
H 0.02152 -3.89503 -1.61294 -0.022 -0.011 -0.011
```
Positions in Å, forces in eV/Å.

Löwdin population analysis, charges in e, atoms 1 to 2:
1. Ir 1.315
2. C -0.016

[4]
DFT (ωB97M-V/def2-TZVPD) results for a molecular structure, C18H16F5FeN10O3S2Se3Te2.

## Properties
**E_tot**: -320241.7408 eV
**LUMO (spin up / spin down)**: 1.2 / 0.0 eV
**Highest occupied orbital energy (spin up / spin down)**: -1.63 / -1.51 eV
**⟨S²⟩**: 8.85
**Spin multiplicity**: 6
**Charge**: -2
**HOMO-LUMO gap (spin up / spin down)**: 2.9 / 1.5 eV

```
60
Properties=species:S:1:pos:R:3:forces:R:3
Fe 12.93616 12.57068 8.24830 0.273 0.184 -0.044
Se 11.63795 16.03965 13.67287 -0.311 0.206 0.049
Se 12.96071 14.56098 12.79109 1.351 0.884 1.189
Te 16.29714 11.60560 21.94312 -0.190 -1.177 -0.629
Se 15.95927 9.50179 20.82869 0.190 1.177 0.629
N 13.71048 9.33572 8.68391 -0.476 -0.761 2.698
C 12.87400 9.78969 9.69357 -0.722 1.135 -0.935
N 12.46547 8.92892 10.65526 0.577 1.073 -1.715
C 11.47927 9.39961 11.39716 -0.412 0.091 1.896
N 11.04484 8.60296 12.40017 -0.295 0.222 0.453
N 10.86426 10.62919 11.34186 -0.703 -0.710 -1.345
C 11.21682 11.32930 10.28251 4.288 0.197 -0.624
N 12.37571 11.08818 9.55121 -1.545 -2.224 0.392
C 10.66550 12.65043 9.93147 -4.067 1.268 1.585
C 9.53325 13.09989 10.71950 2.138 -2.428 -0.853
C 9.15706 14.37931 10.58086 -2.591 2.607 2.947
C 9.63568 15.20468 9.59086 -0.624 1.745 -2.454
C 10.48747 14.60758 8.67139 0.306 -0.446 2.021
N 11.08396 13.41937 8.95658 0.920 -0.205 -0.979
H 13.99781 8.34887 8.99847 0.279 2.224 -1.288
H 14.28071 10.08512 8.23230 -0.324 -1.269 0.486
H 11.55038 7.81130 12.77626 0.247 -0.361 -0.768
H 10.28509 8.91295 12.98202 0.094 0.352 -0.259
H 9.17307 12.30996 11.37038 -0.308 0.702 0.452
H 8.46767 14.92882 11.35068 0.970 -1.551 -1.417
H 9.17314 16.28640 9.37836 1.301 -2.623 0.678
H 10.83579 15.11507 7.81853 0.437 0.392 -1.019
N 6.38224 9.34769 9.30271 0.297 -1.805 0.062
C 7.12865 9.95171 8.27441 -0.202 -0.264 -0.570
C 7.22121 11.34006 8.24619 -0.115 -0.215 0.071
C 7.87829 11.93698 7.21492 0.611 1.487 0.354
C 8.44067 11.18723 6.22144 0.625 -0.772 -1.715
C 8.39123 9.78661 6.16926 -1.176 1.444 1.207
C 7.68004 9.18528 7.23002 0.594 0.466 -0.255
S 9.36828 12.02884 4.94872 -1.018 2.089 1.565
O 8.69529 13.34968 4.76760 0.964 -2.063 -0.399
O 9.54207 11.13885 3.83121 -0.261 0.007 -0.605
N 10.68151 12.19169 5.81294 -0.396 -0.457 0.898
C 11.78018 12.75867 5.42685 1.715 0.585 0.128
S 11.99458 13.46261 3.83240 0.115 -0.187 -0.037
C 13.63112 13.78184 4.22837 1.607 1.572 -1.294
C 13.91400 13.50726 5.50103 -1.138 -1.508 0.301
N 12.90570 12.87175 6.20058 -1.608 0.267 -0.805
H 6.62513 9.76003 10.18204 -0.068 0.208 0.500
H 6.56154 8.31770 9.38610 -0.194 1.431 -0.231
H 6.80693 12.03036 8.96332 -0.263 -0.444 0.568
H 8.03832 13.03051 7.29799 -0.157 -0.778 -0.596
H 8.85433 9.34513 5.29510 -0.114 -0.538 0.343
H 7.59969 8.11638 7.30963 -0.035 -0.368 -0.092
H 14.35741 14.25628 3.54034 -0.810 -0.406 0.376
H 14.83953 13.52522 6.00145 1.087 0.457 0.333
N 16.09005 12.94472 8.34917 -0.375 -0.114 0.265
C 14.94656 12.79974 8.53341 0.259 0.089 -0.444
F 12.87804 3.05137 14.10264 -0.722 -0.409 0.948
Te 12.95643 4.01530 12.42524 1.789 0.402 -0.943
F 13.00142 4.74845 10.63220 -0.262 -0.277 -0.570
F 11.23751 3.43427 12.08059 -0.268 -0.129 0.045
F 12.03748 5.86763 12.85333 0.140 -0.992 0.256
F 13.60952 2.17957 11.67774 -0.699 1.504 0.392
O 12.27681 13.58998 11.74531 -0.721 -0.987 -1.202
```
Positions in Å, forces in eV/Å.

natural (NBO) population analysis, charges in e, atoms 1 to 2:
1. Fe 0.878
2. Se -0.422